Record 1
C33H28ClCoIN3OP as an isolated structure. Source: OMol25; level of theory: ωB97M-V/def2-TZVPD.

Summary:
* DFT total energy: -3995.69276 a.u.
* net charge: +1
* expectation value of S²: 6.051
* spin multiplicity: 5
* E_LUMO (spin up / spin down): -2.69 / -3.69 eV

The geometry in XYZ format:
```
69
Properties=species:S:1:pos:R:3:mulliken_charge:R:1
Co 0.31 -0.49 0.80 1.103
C 3.37 -0.75 2.46 -1.336
C 4.24 -1.05 1.27 1.352
C 5.50 -1.61 1.48 -0.878
C 6.36 -1.86 0.43 -0.772
C 5.97 -1.57 -0.87 -0.911
C 4.72 -1.03 -1.10 -0.830
C 3.84 -0.77 -0.05 0.327
P 2.24 0.02 -0.43 1.673
C 1.93 -0.41 -2.17 0.382
C 1.50 -1.73 -2.32 -0.904
C 1.18 -2.26 -3.56 -0.911
C 1.29 -1.44 -4.67 -0.763
C 1.72 -0.13 -4.54 -0.889
C 2.05 0.42 -3.30 1.279
C 2.54 1.85 -3.25 -1.146
C 2.53 1.79 -0.16 0.773
C 3.80 2.26 0.15 -0.687
C 3.99 3.59 0.54 -0.824
C 2.90 4.45 0.64 -0.784
C 1.64 4.01 0.33 -0.927
C 1.41 2.67 -0.11 1.419
C 0.12 2.30 -0.51 -1.913
H 3.59 -1.42 3.29 0.553
H 2.31 -0.83 2.24 -0.032
H 3.55 0.27 2.82 0.351
H 5.80 -1.83 2.49 0.488
H 7.34 -2.29 0.62 0.408
H 6.64 -1.77 -1.70 0.471
H 4.41 -0.82 -2.12 0.424
H 1.42 -2.37 -1.44 0.371
H 0.85 -3.28 -3.65 0.481
H 1.03 -1.83 -5.65 0.408
H 1.81 0.49 -5.42 0.434
H 2.66 2.22 -4.27 0.497
H 3.50 1.93 -2.74 0.256
H 1.83 2.50 -2.74 0.208
H 4.65 1.60 0.11 0.498
H 4.99 3.93 0.78 0.459
H 3.05 5.47 0.97 0.423
H 0.79 4.68 0.38 0.460
H -0.11 1.36 -1.00 0.293
H -0.70 3.00 -0.43 0.307
Cl -3.61 -6.01 -0.22 -0.248
C -2.97 -4.40 -0.13 0.493
C -3.73 -3.34 -0.54 -0.399
C -3.23 -2.03 -0.49 -0.283
I -4.41 -0.44 -1.15 0.064
C -1.96 -1.74 -0.03 0.166
O -1.44 -0.53 0.02 -0.555
C -1.19 -2.86 0.42 0.519
N 0.06 -2.57 0.89 0.199
C 0.85 -3.54 1.29 -0.252
C 0.46 -4.88 1.26 -1.044
C -0.78 -5.21 0.80 -0.807
C -1.66 -4.19 0.36 -0.185
H -4.73 -3.52 -0.90 0.457
H 1.84 -3.25 1.65 0.322
H 1.15 -5.65 1.59 0.489
H -1.11 -6.24 0.76 0.444
N -0.99 0.29 4.65 -0.062
C -0.12 1.36 4.59 -0.700
C 0.45 1.29 3.36 -0.409
N -0.07 0.21 2.68 0.164
C -0.93 -0.37 3.48 -0.498
H -1.59 0.06 5.42 0.222
H 0.02 2.04 5.41 0.419
H 1.18 1.96 2.92 0.388
H -1.53 -1.24 3.24 0.504
```

Record 2
C33H28CsIN2O2PS as an isolated structure at a distorted geometry. Source: OMol25; level of theory: ωB97M-V/def2-TZVPD.

Summary:
* DFT total energy: -2591.75058 a.u.
* net charge: -1
* E_LUMO: 1.99 eV

The geometry in XYZ format:
```
69
Properties=species:S:1:pos:R:3:mulliken_charge:R:1
Cs -1.34 -0.34 1.11 1.473
C -5.13 -5.62 -1.76 -0.385
C -5.39 -4.64 -0.81 -0.664
C -4.59 -3.50 -0.74 -0.424
C -3.52 -3.30 -1.62 -0.129
C -3.28 -4.30 -2.57 0.121
C -4.07 -5.45 -2.64 -0.653
P -2.62 -1.58 -1.43 -0.136
C -1.04 -2.12 -2.23 0.875
C -0.45 -1.48 -3.32 -0.411
C 0.77 -1.92 -3.82 -0.681
C 1.44 -2.99 -3.24 -0.392
C 0.87 -3.63 -2.15 -0.818
C -0.36 -3.20 -1.66 -0.222
C -3.62 -0.77 -2.77 0.436
C -4.60 -1.09 -3.67 -0.210
C -5.09 -0.05 -4.52 -0.787
C -4.62 1.24 -4.47 -0.804
C -3.60 1.59 -3.54 0.248
C -2.97 2.86 -3.37 -0.857
C -1.97 2.99 -2.44 -0.589
C -1.52 1.89 -1.64 -0.283
C -2.10 0.65 -1.76 -0.049
C -3.13 0.56 -2.71 -0.545
H -5.75 -6.51 -1.81 0.354
H -6.22 -4.77 -0.11 0.366
H -4.80 -2.74 0.01 0.259
H -2.46 -4.18 -3.28 0.368
H -3.86 -6.20 -3.39 0.375
H -0.94 -0.63 -3.77 0.414
H 1.22 -1.40 -4.66 0.377
H 2.40 -3.31 -3.63 0.350
H 1.37 -4.48 -1.69 0.469
H -0.81 -3.72 -0.81 0.388
H -5.00 -2.10 -3.75 0.443
H -5.87 -0.30 -5.24 0.370
H -5.03 1.99 -5.14 0.355
H -3.28 3.71 -3.96 0.346
H -1.50 3.96 -2.31 0.387
H -0.70 2.07 -0.95 0.371
S 2.83 0.40 -0.97 -0.404
C 3.52 -0.59 0.22 0.291
N 3.53 -1.93 0.08 -0.060
C 4.02 -2.87 1.09 -0.664
C 3.87 -2.25 2.46 -0.432
C 4.57 -0.90 2.46 -0.677
N 4.14 -0.10 1.31 -0.138
H 2.96 -2.26 -0.69 0.040
H 5.06 -3.12 0.90 0.277
H 3.44 -3.79 1.00 0.357
H 4.30 -2.90 3.22 0.394
H 2.81 -2.09 2.67 0.164
H 5.65 -1.05 2.43 0.359
H 4.33 -0.35 3.37 0.337
H 3.97 0.88 1.45 0.209
I 3.41 6.33 3.80 0.031
C 2.44 4.50 3.50 0.023
C 2.42 3.93 2.23 -0.686
C 1.79 2.71 2.05 -0.374
C 1.15 2.07 3.11 0.631
C 1.17 2.66 4.37 -0.477
C 1.82 3.87 4.58 -0.479
C 0.41 0.76 2.89 0.067
O -0.78 0.73 3.28 -0.891
O 1.02 -0.16 2.30 -0.842
H 2.91 4.43 1.40 0.415
H 1.80 2.23 1.07 0.668
H 0.65 2.17 5.19 0.400
H 1.84 4.33 5.56 0.358
```

Record 3
C33H29BF4N3O2PtS2 as an isolated structure. Source: OMol25; level of theory: ωB97M-V/def2-TZVPD.

Summary:
* DFT total energy: -2930.06679 a.u.
* net charge: -1
* E_LUMO: 2.21 eV

The geometry in XYZ format:
```
75
Properties=species:S:1:pos:R:3:mulliken_charge:R:1
Pt 0.61 -1.12 -0.91 1.231
C 3.04 0.63 6.10 -1.498
C 3.19 0.20 4.66 1.208
C 3.76 1.05 3.72 -1.104
C 3.87 0.66 2.39 -0.390
C 3.41 -0.59 2.01 -0.023
C 2.84 -1.45 2.93 -0.084
C 2.73 -1.05 4.25 -0.699
S 3.52 -1.14 0.32 1.335
O 3.07 -2.50 0.31 -0.677
O 4.87 -0.88 -0.12 -0.768
N 2.45 -0.25 -0.54 -0.104
C 2.73 1.04 -1.01 0.991
C 3.97 1.66 -0.92 -1.012
C 4.19 2.96 -1.43 -0.981
C 3.21 3.67 -2.05 -0.975
C 1.93 3.09 -2.18 0.959
C 0.87 3.75 -2.84 -0.617
C -0.35 3.15 -2.94 -1.110
C -0.52 1.88 -2.35 -0.323
N 0.44 1.25 -1.73 0.351
C 1.67 1.80 -1.65 -0.443
H 3.26 1.69 6.22 0.345
H 3.72 0.07 6.75 0.319
H 2.02 0.45 6.45 0.341
H 4.10 2.03 4.02 0.285
H 4.31 1.33 1.67 0.355
H 2.44 -2.40 2.60 0.386
H 2.24 -1.70 4.97 0.275
H 4.80 1.11 -0.51 0.786
H 5.18 3.38 -1.33 0.367
H 3.40 4.66 -2.45 0.349
H 1.04 4.73 -3.26 0.377
H -1.18 3.63 -3.45 0.393
H -1.49 1.38 -2.38 0.614
C -3.46 2.09 0.88 -1.842
C -4.63 1.16 0.55 2.117
C -5.30 0.73 1.86 -1.630
C -5.63 1.95 -0.31 -1.758
C -4.17 -0.09 -0.20 -0.160
C -5.14 -0.94 -0.77 -0.422
C -4.80 -2.05 -1.52 -1.240
C -3.45 -2.33 -1.69 0.660
S -2.68 -3.54 -2.68 -0.452
C -1.13 -2.93 -2.20 1.019
N -1.18 -1.95 -1.35 0.088
C -2.48 -1.54 -1.08 -1.312
C -2.83 -0.42 -0.33 0.795
C 0.16 -3.27 -2.75 0.670
C 0.40 -4.30 -3.66 -0.711
C 1.68 -4.47 -4.15 -0.762
C 2.70 -3.61 -3.74 -0.836
C 2.46 -2.59 -2.83 -0.026
C 1.18 -2.40 -2.30 -0.369
H -3.84 2.98 1.38 0.455
H -2.94 2.41 -0.03 0.321
H -2.73 1.62 1.54 0.311
H -5.66 1.61 2.40 0.431
H -4.59 0.21 2.50 0.295
H -6.15 0.07 1.68 0.348
H -5.93 2.86 0.22 0.461
H -6.53 1.38 -0.54 0.328
H -5.17 2.25 -1.25 0.375
H -6.19 -0.71 -0.65 0.390
H -5.56 -2.66 -1.98 0.375
H -2.05 0.17 0.13 0.573
H -0.40 -4.96 -3.97 0.354
H 1.89 -5.27 -4.86 0.358
H 3.70 -3.75 -4.13 0.412
H 3.28 -1.95 -2.52 0.354
F 0.03 -0.46 1.29 -0.344
B -0.44 -0.80 2.63 -0.004
F 0.06 -2.06 2.96 -0.380
F -1.85 -0.82 2.60 -0.352
F 0.02 0.19 3.50 -0.350
```

> Among the records above, which one has the highest net charge?

C33H28ClCoIN3OP

> net charge of number 2 (C33H28CsIN2O2PS)?

-1

> net charge of number 1 (C33H28ClCoIN3OP)?

+1